No. 1
C33H29Cl3IIrN3OSSbSi as an isolated structure in a non-equilibrium geometry, computed with wB97M-V/def2-TZVPD.

Values from the calculation:
* total charge: +1
* maximum force: 2.0 eV/Å
* energy relative to the best compared isomer or geometry (same formula, charge and spin): 24.56 kcal/mol
* HOMO energy (spin up / spin down): -10.0 / -10.9 eV
* spin multiplicity: 2

Element x y z (Å)
Ir1 -0.1457 -0.2815 -0.5141
C1 -1.8651 1.2831 3.1510
C2 -1.5608 0.7852 1.7853
N1 -0.3892 0.7888 1.2537
N2 0.7308 1.2507 1.8840
C3 1.7830 0.8905 1.1728
O1 1.7508 0.1516 0.0955
C4 3.1095 1.3185 1.6599
C5 3.2449 1.9249 2.9080
C6 4.5033 2.2555 3.3780
C7 5.6289 1.9897 2.6069
C8 5.4936 1.4154 1.3514
C9 4.2353 1.0771 0.8788
C10 -2.6008 0.1809 0.9095
C11 -3.9461 0.2392 1.2041
C12 -4.8570 -0.4161 0.3833
C13 -4.3923 -1.1207 -0.7067
C14 -3.0298 -1.1229 -0.9709
N3 -2.1546 -0.4849 -0.1903
H1 -0.9363 1.4529 3.6880
H2 -2.4804 0.5632 3.6907
H3 -2.4107 2.2287 3.1014
H4 2.3619 2.1379 3.4931
H5 4.6100 2.7173 4.3504
H6 6.6125 2.2346 2.9860
H7 6.3686 1.2258 0.7440
H8 4.1100 0.6356 -0.1006
H9 -4.2775 0.7966 2.0684
H10 -5.9147 -0.3790 0.6061
H11 -5.0613 -1.6659 -1.3567
H12 -2.6204 -1.6521 -1.8183
Cl1 -1.9196 0.9759 -3.3059
Si1 -0.3274 -0.1964 -2.7596
Cl2 1.3454 0.4693 -3.7242
Cl3 -0.7930 -1.9977 -3.7710
I1 1.6446 4.5180 0.5341
C15 0.8142 3.1057 -0.6457
H13 1.4032 2.7609 -1.4822
H14 -0.2630 3.0223 -0.6512
S1 0.1468 -2.4837 -0.0480
Sb1 0.8045 -3.9984 -1.7096
C16 -0.8787 -4.8976 -2.5634
C17 -2.0275 -4.9329 -1.7805
C18 -3.1995 -5.4531 -2.3133
C19 -3.2239 -5.9196 -3.6192
C20 -2.0727 -5.8883 -4.3941
C21 -0.8945 -5.3794 -3.8688
C22 2.3490 -3.2492 -2.8736
C23 3.3116 -2.5225 -2.1787
C24 4.3936 -2.0001 -2.8735
C25 4.5069 -2.2076 -4.2398
C26 3.5396 -2.9311 -4.9252
C27 2.4505 -3.4540 -4.2457
C28 1.6909 -5.4283 -0.4641
C29 3.0294 -5.7709 -0.6218
C30 3.6180 -6.6623 0.2659
C31 2.8733 -7.2043 1.3020
C32 1.5351 -6.8653 1.4558
C33 0.9404 -5.9768 0.5745
H15 -2.0176 -4.5509 -0.7660
H16 -4.0953 -5.4877 -1.7068
H17 -4.1426 -6.3100 -4.0362
H18 -2.0919 -6.2555 -5.4114
H19 -0.0021 -5.3735 -4.4802
H20 3.2171 -2.3510 -1.1115
H21 5.1435 -1.4267 -2.3450
H22 5.3514 -1.7979 -4.7778
H23 3.6291 -3.0834 -5.9924
H24 1.6924 -3.9977 -4.7919
H25 3.6170 -5.3515 -1.4296
H26 4.6598 -6.9289 0.1480
H27 3.3371 -7.8925 1.9960
H28 0.9569 -7.2894 2.2659
H29 -0.1031 -5.7134 0.7051

Löwdin population analysis, charges in e, atoms 1 to 6: 0.8518, 0.0045, -0.2244, -0.1078, 0.0834, -0.4621

No. 2
A 2-piece molecular cluster, C22H18N4O3 overall in a non-equilibrium geometry, computed with wB97M-V/def2-TZVPD.

Values from the calculation:
* maximum force: 2.5 eV/Å
* energy relative to the best compared isomer or geometry (same formula, charge and spin): 40.37 kcal/mol
* HOMO energy: -6.0 eV

Element x y z (Å)
C1 4.6156 0.0819 4.1770
C2 4.7587 0.7080 2.9504
C3 3.6554 1.1839 2.2783
C4 2.3720 1.0425 2.8290
C5 1.1528 1.5131 2.2034
O1 -0.0091 1.3158 2.9235
C6 -1.2161 1.6991 2.3686
C7 -1.2819 2.3325 1.1052
C8 -2.5339 2.7149 0.5970
C9 -3.6835 2.4695 1.3120
C10 -3.6160 1.8374 2.5459
C11 -2.3995 1.4586 3.0671
C12 -0.0700 2.5423 0.4118
C13 1.1174 2.1328 0.9514
C14 2.2560 0.4037 4.0684
C15 3.3595 -0.0708 4.7346
H1 5.4816 -0.2860 4.7009
H2 5.7427 0.8215 2.5242
H3 3.7789 1.6678 1.3263
H4 -2.5824 3.2023 -0.3608
H5 -4.6414 2.7662 0.9166
H6 -4.5180 1.6403 3.1015
H7 -2.3280 0.9624 4.0187
H8 -0.0972 3.0218 -0.5515
H9 2.0348 2.2855 0.4121
H10 1.2694 0.2916 4.4842
H11 3.2455 -0.5607 5.6883
C16 -0.9422 -4.0174 -1.1695
N1 -0.8450 -2.9074 -2.0828
C17 -0.9992 -3.1886 -3.4478
O2 -1.2032 -4.3269 -3.8307
N2 -0.9120 -2.1283 -4.3587
C18 -1.0619 -2.4050 -5.7667
C19 -0.6796 -0.8410 -3.9115
C20 -0.5233 -0.5619 -2.5424
C21 -0.6032 -1.6249 -1.5644
O3 -0.4701 -1.4276 -0.3689
N3 -0.3127 0.7533 -2.4097
C22 -0.3448 1.2332 -3.6592
N4 -0.5608 0.3168 -4.5945
H12 -0.8129 -3.6601 -0.1479
H13 -1.9178 -4.4897 -1.2796
H14 -0.1720 -4.7496 -1.4098
H15 -0.9688 -1.4770 -6.3306
H16 -0.2900 -3.1079 -6.0807
H17 -2.0405 -2.8508 -5.9460
H18 -0.2032 2.2833 -3.8826

Löwdin population analysis, charges in e, atoms 1 to 6: -0.0534, -0.0569, 0.0013, -0.1357, -0.0772, 0.1187

No. 3
A 2-piece molecular cluster, C5H13N4 overall in a non-equilibrium geometry, computed with wB97M-V/def2-TZVPD.

Values from the calculation:
* total charge: +1
* maximum force: 5.2 eV/Å
* energy relative to the best compared isomer or geometry (same formula, charge and spin): 100.70 kcal/mol
* HOMO energy (spin up / spin down): -10.7 / -10.7 eV

Element x y z (Å)
C1 -0.8328 -2.0124 0.1605
C2 -1.9369 -1.1827 -0.3415
C3 -1.3079 0.2539 -0.1605
C4 -1.7998 1.1779 -1.2590
C5 3.9496 0.0948 0.0573
N1 0.1795 -1.2045 0.3656
N2 0.1625 0.0364 0.1219
N3 -1.7570 0.8760 1.1024
N4 2.9380 0.6855 0.6167
H1 -0.7895 -3.1351 0.2921
H2 -2.1851 -1.5161 -1.3572
H3 -2.9093 -1.2250 0.1939
H4 -1.5433 1.0985 -2.2639
H5 -1.4402 2.2869 -1.0042
H6 -2.8100 1.2433 -1.0607
H7 4.8284 0.7301 -0.2830
H8 1.0499 -1.6438 0.6651
H9 4.1540 -0.9478 -0.0918
H10 -1.3774 0.3917 1.8284
H11 -1.5454 1.8463 1.1853
H12 2.9854 1.7333 0.5382
H13 1.9874 0.4125 0.6943

Löwdin population analysis, charges in e, atoms 1 to 6: -0.0762, -0.0964, -0.5188, -0.0258, 0.1663, -0.1129

no.,electronic energy (Eh)
1,-4224.84588
2,-1293.87785
3,-416.94844